[1]
C38H34BrFIN7O13P | the ωB97M-V functional and the def2-TZVPD basis

The calculation puts the lowest unoccupied orbital energy at -4.77 eV. Its charge is +1. The HOMO-LUMO gap is 0.2526 Ha. The value obtained for the highest occupied orbital energy is -11.6 eV. As for the largest force on an atom: 4.313 eV/Å.

Positions of all 96 atoms, in Å:
N: 1.4325 -3.3994 6.1759
P: 1.6268 -2.1015 5.3837
O: 3.0591 -2.0015 4.6521
O: 1.5404 -0.8711 6.4015
N: 0.2796 -2.0448 4.1924
C: -0.7657 -1.2350 4.3123
F: -0.8403 -0.4315 5.3445
C: -1.8247 -1.1915 3.4327
C: -2.9983 -0.2551 3.7019
C: -3.7399 -0.7428 4.9877
C: -4.4258 -2.1072 4.8360
O: -3.5384 -3.2113 5.0356
C: -1.7979 -2.0151 2.3073
C: -2.9432 -1.9816 1.2863
O: -4.0670 -2.1168 1.6968
O: -2.7742 -1.8211 -0.0690
Br: -1.8552 -0.2840 -0.4614
C: -0.6710 -2.8909 2.1831
I: -0.5607 -4.1809 0.5198
C: 0.3239 -2.9021 3.1295
C: 1.4374 -3.8853 2.9216
C: 2.5188 -3.5586 2.0856
C: 3.4835 -4.5607 2.0117
C: 3.3139 -5.7357 2.7267
N: 2.2861 -6.1034 3.5015
C: 1.3877 -5.1198 3.5447
H: 2.2895 -3.9412 6.0427
H: 3.1462 -1.2032 4.1040
H: 1.8104 -0.0361 5.9793
H: -2.6214 0.7525 3.9391
H: -3.6778 -0.1697 2.8538
H: -4.5453 -0.0113 5.1692
H: -3.1083 -0.7286 5.8817
H: -5.1988 -2.1606 5.6182
H: -4.9650 -2.2010 3.8846
H: -3.4048 -3.6232 4.1759
H: 2.6526 -2.6185 1.5516
H: 4.3693 -4.4235 1.3959
H: 4.1215 -6.4718 2.6569
H: 0.5004 -5.3240 4.1554
C: 0.9272 -2.6795 -5.1053
C: 1.9328 -3.6042 -4.8545
C: 2.7309 -3.4715 -3.7292
C: 2.5105 -2.4094 -2.8661
C: 1.5172 -1.4765 -3.1108
C: 0.7225 -1.6178 -4.2372
N: 3.3333 -2.2780 -1.6619
O: 4.2049 -3.1014 -1.4749
O: 3.0898 -1.3511 -0.9061
H: 0.2991 -2.7871 -5.9798
H: 2.0914 -4.4307 -5.5341
H: 3.5108 -4.1943 -3.5359
H: 1.3493 -0.6475 -2.4383
H: -0.0613 -0.9011 -4.4390
C: 4.9219 0.7381 -8.7349
C: 4.1840 1.4612 -7.8070
C: 2.9188 1.0331 -7.4416
C: 2.4073 -0.1210 -8.0092
C: 3.1277 -0.8482 -8.9417
C: 4.3922 -0.4128 -9.3049
N: 1.0790 -0.5886 -7.6022
O: 0.4656 0.0823 -6.7930
O: 0.6677 -1.6234 -8.0916
H: 5.9131 1.0718 -9.0145
H: 4.5976 2.3579 -7.3645
H: 2.3488 1.5988 -6.7184
H: 2.7206 -1.7458 -9.3847
H: 4.9674 -0.9727 -10.0299
C: -3.6760 5.3199 6.0221
C: -3.5315 5.0870 7.3832
C: -4.1614 4.0017 7.9727
C: -4.9271 3.1585 7.1869
C: -5.0858 3.3826 5.8299
C: -4.4558 4.4710 5.2470
N: -5.5766 1.9936 7.8049
O: -5.4343 1.8363 8.9975
O: -6.2153 1.2528 7.0810
H: -3.1792 6.1657 5.5636
H: -2.9255 5.7505 7.9853
H: -4.0469 3.8242 9.0325
H: -5.6905 2.7231 5.2233
H: -4.5701 4.6568 4.1872
C: -1.0533 6.0919 -5.8741
C: -0.9219 5.3833 -4.6870
C: 0.3342 5.0075 -4.2386
C: 1.4474 5.3514 -4.9857
C: 1.3305 6.0513 -6.1740
C: 0.0711 6.4218 -6.6184
N: 2.7833 4.9760 -4.5022
O: 2.8537 4.3445 -3.4656
O: 3.7385 5.3211 -5.1666
H: -2.0354 6.3890 -6.2195
H: -1.7999 5.1264 -4.1096
H: 0.4326 4.4563 -3.3146
H: 2.2034 6.3128 -6.7548
H: -0.0339 6.9714 -7.5440

[2]
C47H55N4O4SbSi2Ti | the ωB97M-V functional and the def2-TZVPD basis

The calculation puts the lowest unoccupied orbital energy (spin up / spin down) at 4.22 / 4.22 eV. Its charge is -2. The HOMO-LUMO gap (spin up / spin down) is 0.1256 / 0.1255 Ha. The value obtained for the highest occupied orbital energy (spin up / spin down) is 0.8 / 0.8 eV. As for the largest force on an atom: 2.375 eV/Å.

Positions of all 114 atoms, in Å:
Ti: -1.5617 -0.1531 -1.0424
C: -1.4977 -3.7382 1.4744
O: -0.1854 -3.3554 1.8351
C: 0.0331 -2.0290 2.2303
C: 0.8098 -2.0220 3.5116
C: 0.8415 -0.0409 4.3137
C: 0.1832 0.8255 3.3009
C: -0.3270 0.4520 2.0477
C: -0.9754 1.4798 1.3162
N: -1.5691 1.3284 0.1368
N: -2.6886 2.1151 -0.1056
C: -3.6415 1.3537 -0.5844
O: -3.4562 0.0715 -0.8144
C: -4.9794 1.9377 -0.7348
C: -5.2111 3.3038 -0.5211
C: -6.4832 3.8296 -0.6225
C: -7.5675 3.0128 -0.9358
C: -7.3479 1.6563 -1.1392
C: -6.0740 1.1251 -1.0389
C: -0.4401 -0.9585 1.5356
O: -1.1169 -1.1542 0.4013
H: -1.4514 -4.8149 1.2932
H: -2.2085 -3.5372 2.2860
H: -1.8432 -3.2266 0.5798
H: 1.1156 -3.0482 3.7158
H: 1.1667 0.5336 5.1829
H: 0.0903 1.8724 3.5658
H: -1.1399 2.4268 1.8308
H: -4.3594 3.9235 -0.2747
H: -6.6446 4.8889 -0.4552
H: -8.5627 3.4317 -1.0236
H: -8.1879 1.0133 -1.3784
H: -5.8958 0.0686 -1.1928
C: 1.2728 -3.1407 -1.2181
Si: 1.5710 -1.5480 -2.1967
C: 3.4688 -1.2532 -2.1225
C: 1.3992 -2.0406 -4.0514
N: 0.4436 -0.3368 -1.8193
C: 0.6158 0.9310 -2.3761
C: 1.8401 1.5857 -2.4912
C: 1.9506 2.8410 -3.0949
C: 0.8223 3.4523 -3.6054
C: -0.4122 2.8073 -3.5233
C: -0.5468 1.5542 -2.9218
N: -1.7154 0.8198 -2.8518
Si: -2.9565 1.0142 -3.9950
C: -4.2509 -0.3711 -3.8856
C: -2.2549 0.8846 -5.7719
C: -3.9293 2.6663 -3.9955
H: 2.1842 -3.7458 -1.2043
H: 0.4855 -3.7621 -1.6506
H: 1.0004 -2.9260 -0.1856
H: 3.9908 -2.1982 -1.9455
H: 3.7740 -0.5702 -1.3315
H: 3.8356 -0.8443 -3.0686
H: 2.2184 -2.6931 -4.3725
H: 1.4344 -1.1366 -4.6679
H: 0.4591 -2.5555 -4.2778
H: 2.7280 1.0971 -2.1077
H: 2.9201 3.3239 -3.1664
H: 0.8880 4.4269 -4.0784
H: -1.2960 3.2835 -3.9362
H: -3.9624 -1.2438 -4.4780
H: -5.2232 -0.0217 -4.2463
H: -4.3596 -0.6775 -2.8463
H: -1.6579 -0.0239 -5.8882
H: -1.6052 1.7337 -6.0005
H: -3.0603 0.8624 -6.5135
H: -3.8599 3.1557 -3.0226
H: -4.9907 2.5094 -4.2067
H: -3.5365 3.3590 -4.7460
C: 3.4142 4.4756 3.1984
C: 3.2103 4.1522 1.8652
C: 3.0436 2.8245 1.4900
C: 3.0907 1.8045 2.4345
C: 3.3101 2.1390 3.7701
C: 3.4637 3.4640 4.1504
Sb: 2.7690 -0.2317 1.7756
C: 4.8718 -0.7712 2.1385
C: 5.8736 0.1140 2.5337
C: 7.2093 -0.2674 2.5406
C: 7.5777 -1.5440 2.1367
C: 6.5926 -2.4403 1.7412
C: 5.2620 -2.0524 1.7384
C: 1.9453 -0.9603 3.6878
C: 2.9851 -1.3789 4.6801
C: 2.7565 -1.8958 5.8985
C: 1.4762 -2.1641 6.5278
C: 0.2659 -1.9059 6.0114
C: 0.0194 -1.3228 4.6612
H: 3.5288 5.5097 3.5031
H: 3.1622 4.9287 1.1107
H: 2.8442 2.5932 0.4517
H: 3.3525 1.3546 4.5191
H: 3.6110 3.7146 5.1958
H: 5.6068 1.1208 2.8360
H: 7.9686 0.4353 2.8669
H: 8.6210 -1.8364 2.1224
H: 6.8665 -3.4428 1.4311
H: 4.5013 -2.7557 1.4097
H: 4.0194 -1.2121 4.3978
H: 3.6289 -2.1306 6.5028
H: 1.5180 -2.6104 7.5173
H: -0.6106 -2.1584 6.5997
H: -1.0482 -1.2286 4.4667
C: -3.7090 -3.3708 -1.6605
C: -2.3641 -3.2879 -2.3737
O: -1.9275 -1.9433 -2.3294
H: -3.8639 -4.3581 -1.2233
H: -4.5293 -3.1485 -2.3425
H: -3.7154 -2.6201 -0.8677
H: -2.4574 -3.6054 -3.4191
H: -1.6402 -3.9455 -1.8856
H: -1.0096 -1.8324 -2.6412

[3]
C6H9ClN2O | the ωB97M-V functional and the def2-TZVPD basis

The calculation puts the lowest unoccupied orbital energy at -0.12 eV. Its charge is 0. The HOMO-LUMO gap is 0.3097 Ha. The value obtained for the highest occupied orbital energy is -8.5 eV. As for the largest force on an atom: 4.281 eV/Å.

Positions of all 19 atoms, in Å:
C: 1.0931 -1.1971 -0.1656
C: 0.5146 -1.2205 0.9501
C: -0.1978 1.2896 0.0049
C: -0.8784 0.1735 2.3011
C: 1.9901 -1.3771 1.0159
C: -0.7307 -1.1576 1.7640
N: -0.2413 1.6165 -3.0548
N: -1.1632 1.0543 -0.7464
O: -1.3720 1.2008 -2.3635
Cl: -2.5147 0.6941 2.0876
H: 1.2568 -0.8988 -1.1874
H: 0.7480 1.5374 -0.5501
H: 2.4405 -2.3455 1.0845
H: 2.6186 -0.6268 1.3872
H: -0.5875 -1.6295 2.6656
H: -1.5214 -1.6413 1.0920
H: 0.5792 1.1577 -2.5847
H: 0.0391 2.5462 -3.0589
H: -2.0727 0.8242 -0.6414

[4]
C23H26N4O4S | the ωB97M-V functional and the def2-TZVPD basis

The calculation puts the lowest unoccupied orbital energy at 0.16 eV. Its charge is 0. The HOMO-LUMO gap is 0.3206 Ha. The structure (SMILES) is Cc1cc(C)n(-c2ccc(C(=O)Nc3ccc(C)c(S(=O)(=O)N4CCOCC4)c3)cc2)n1. The value obtained for the highest occupied orbital energy is -8.6 eV. As for the largest force on an atom: 1.153 eV/Å.

Positions of all 58 atoms, in Å:
C: 2.7861 6.6194 5.8495
C: 3.1851 5.6466 4.8003
C: 4.4690 5.4433 4.2511
C: 4.3253 4.4351 3.3293
C: 5.3443 3.8717 2.4062
N: 3.0054 4.0804 3.3572
C: 2.3064 3.1333 2.6115
C: 2.8875 1.9491 2.1639
C: 2.1369 1.0526 1.4313
C: 0.7931 1.2935 1.1566
C: 0.0619 0.2775 0.3512
O: 0.6296 -0.4220 -0.4657
N: -1.2731 0.2005 0.6343
C: -2.2371 -0.6283 0.0587
C: -3.5428 -0.5768 0.5445
C: -4.5264 -1.3765 -0.0048
C: -4.2481 -2.2546 -1.0487
C: -5.2966 -3.1241 -1.6552
C: -2.9401 -2.2934 -1.5157
S: -2.5231 -3.4135 -2.8608
O: -2.7500 -4.7576 -2.4051
O: -3.2086 -2.9652 -4.0412
N: -0.8913 -3.1688 -3.0577
C: 0.0357 -4.1461 -2.5340
C: 1.3690 -3.4414 -2.2604
O: 1.8549 -2.8208 -3.4303
C: 0.9439 -1.8529 -3.8999
C: -0.4038 -2.4978 -4.2408
C: -1.9469 -1.5009 -0.9862
C: 0.2132 2.4747 1.6179
C: 0.9617 3.3838 2.3336
N: 2.3202 4.8289 4.2414
H: 1.7242 6.5199 6.0541
H: 2.9952 7.6363 5.5199
H: 3.3472 6.4384 6.7652
H: 5.3684 5.9704 4.4965
H: 6.1469 4.5955 2.2840
H: 5.7811 2.9562 2.8069
H: 4.9128 3.6559 1.4303
H: 3.9101 1.7128 2.4037
H: 2.5796 0.1374 1.0686
H: -1.6133 0.7858 1.3846
H: -3.7874 0.0947 1.3559
H: -5.5324 -1.3198 0.3839
H: -6.2642 -2.9574 -1.1884
H: -5.3661 -2.9247 -2.7233
H: -5.0143 -4.1702 -1.5476
H: -0.3914 -4.5620 -1.6227
H: 0.1913 -4.9583 -3.2584
H: 2.1298 -4.1629 -1.9589
H: 1.2375 -2.6881 -1.4710
H: 1.3960 -1.4127 -4.7899
H: 0.8020 -1.0774 -3.1335
H: -1.1434 -1.7547 -4.5349
H: -0.2681 -3.2137 -5.0642
H: -0.9499 -1.5625 -1.3829
H: -0.8149 2.7154 1.3867
H: 0.5268 4.3012 2.6965

[5]
CHF2O3 | the ωB97M-V functional and the def2-TZVPD basis

The calculation puts the lowest unoccupied orbital energy (spin up / spin down) at -10.36 / -10.31 eV. Its charge is +1. The HOMO-LUMO gap (spin up / spin down) is 0.2699 / 0.2712 Ha. The value obtained for the highest occupied orbital energy (spin up / spin down) is -17.7 / -17.7 eV. As for the largest force on an atom: 3.662 eV/Å.

Positions of all 7 atoms, in Å:
C: -0.5626 -0.4976 0.0260
O: -0.8889 1.7502 -0.4314
O: 1.3146 0.0783 0.6798
O: -0.2181 0.7090 -0.5518
F: -1.3299 -0.6469 0.9634
F: -0.4529 -1.4850 -0.8053
H: 2.1378 0.0920 0.1194

[6]
C33H46N2O4SSi2Ti | the ωB97M-V functional and the def2-TZVPD basis

The calculation puts the lowest unoccupied orbital energy (spin up / spin down) at 0.17 / 0.17 eV. Its charge is 0. The HOMO-LUMO gap (spin up / spin down) is 0.2519 / 0.2762 Ha. As for the spin multiplicity: 3. Its expectation value of S² is 2.008. The value obtained for the highest occupied orbital energy (spin up / spin down) is -6.7 / -7.4 eV. As for the largest force on an atom: 0.507 eV/Å.

Positions of all 89 atoms, in Å:
Ti: 0.7423 -0.3756 -0.7715
C: -2.2588 1.8617 -3.3588
C: -2.6988 0.8996 -4.2595
C: -2.2310 -0.3888 -4.1375
C: -1.3461 -0.7178 -3.1063
N: -0.9429 0.2145 -2.2224
C: -1.3832 1.4702 -2.3711
C: -0.7246 -2.0390 -2.9513
C: -1.1615 -3.1554 -3.6724
C: -0.4957 -4.3587 -3.5387
C: 0.6117 -4.4360 -2.6971
C: 1.0187 -3.3249 -1.9739
C: 0.3543 -2.0950 -2.0587
H: -2.5771 2.8927 -3.4260
H: -3.3828 1.1606 -5.0570
H: -2.5255 -1.1464 -4.8482
H: -1.0117 2.1825 -1.6496
H: -2.0253 -3.0987 -4.3257
H: -0.8300 -5.2322 -4.0844
H: 1.1485 -5.3731 -2.5999
H: 1.8789 -3.4162 -1.3174
O: 1.9052 1.0832 0.6854
C: 3.1213 1.7972 0.4857
C: 2.8527 3.2121 -0.0011
C: 1.8569 3.2378 -1.1678
C: 2.3087 2.3905 -2.3261
C: 3.2426 2.8845 -3.2304
C: 3.6531 2.0928 -4.2870
C: 3.1176 0.8231 -4.4137
C: 2.2059 0.3963 -3.4665
N: 1.8021 1.1578 -2.4417
H: 1.2637 1.6027 1.1838
H: 3.6773 1.2259 -0.2562
H: 3.7051 1.8073 1.4096
H: 3.8017 3.6663 -0.2985
H: 2.4572 3.8212 0.8192
H: 1.7190 4.2674 -1.5045
H: 0.8899 2.8697 -0.8249
H: 3.6308 3.8874 -3.1008
H: 4.3793 2.4617 -5.0006
H: 3.4068 0.1623 -5.2187
H: 1.7793 -0.5982 -3.5115
C: 2.8660 -1.7342 2.2772
Si: 1.0007 -1.6660 2.5290
C: 0.6609 -0.1414 3.6086
C: 0.6456 -3.1525 3.6481
C: 0.0562 -1.7344 0.9400
Si: -1.6703 -2.4038 1.0691
C: -2.8783 -1.8719 -0.2961
C: -2.6029 -1.9887 2.6823
C: -1.6410 -4.2837 0.9365
H: 3.3550 -1.9279 3.2372
H: 3.2665 -0.8084 1.8649
H: 3.1416 -2.5358 1.5872
H: 1.3683 -0.1317 4.4442
H: -0.3450 -0.1457 4.0375
H: 0.7928 0.8023 3.0736
H: 1.2178 -3.0713 4.5782
H: 0.9624 -4.0733 3.1483
H: -0.4082 -3.2683 3.9109
H: 0.5449 -2.6105 0.4772
H: -2.7756 -0.8260 -0.5932
H: -3.9113 -2.0381 0.0258
H: -2.7090 -2.4720 -1.1934
H: -3.3138 -1.1707 2.5315
H: -1.9567 -1.7208 3.5199
H: -3.1857 -2.8636 2.9876
H: -1.1496 -4.5766 0.0031
H: -2.6505 -4.7064 0.9358
H: -1.0841 -4.7339 1.7630
O: 2.5649 -0.9493 -0.7948
O: 3.7372 -0.9866 -1.3363
C: -3.2005 1.8114 0.6154
S: -1.7390 1.0941 1.3820
O: -0.6263 1.3331 0.3917
C: -1.5395 2.3571 2.6316
C: -2.1294 2.1559 3.8692
C: -1.9749 3.1207 4.8535
C: -1.2212 4.2581 4.5984
C: -0.6229 4.4391 3.3582
C: -0.7821 3.4853 2.3642
H: -2.9777 2.8295 0.2998
H: -4.0116 1.7999 1.3440
H: -3.4600 1.1864 -0.2376
H: -2.6822 1.2435 4.0657
H: -2.4266 2.9753 5.8258
H: -1.0899 5.0027 5.3726
H: -0.0298 5.3242 3.1672
H: -0.3214 3.6020 1.3894

[7]
C5H14OP | the ωB97M-V functional and the def2-TZVPD basis

The calculation puts the lowest unoccupied orbital energy at -2.97 eV. Its charge is +1. The HOMO-LUMO gap is 0.4504 Ha. The value obtained for the highest occupied orbital energy is -15.2 eV. As for the largest force on an atom: 3.559 eV/Å.

Positions of all 21 atoms, in Å:
C: 1.8276 -0.5929 -1.8152
C: -0.7707 -0.7815 2.4825
C: 0.4374 1.7824 0.4896
C: -1.9522 0.4558 -1.1930
C: 0.8890 -0.9618 -0.6438
O: -1.1707 -0.4813 1.1442
P: -0.3575 0.2596 -0.0911
H: 2.1890 0.5521 -1.7591
H: 2.6527 -1.2728 -1.8323
H: 1.3394 -0.6736 -2.7316
H: -0.3627 -1.7423 2.4374
H: -1.7862 -0.8245 2.9984
H: -0.0133 -0.0326 2.8274
H: 1.1699 2.1867 -0.1627
H: 1.0257 1.1954 1.2311
H: -0.2169 2.4687 1.0579
H: -2.3173 -0.5068 -1.3845
H: -1.8286 1.0211 -2.0970
H: -2.6411 0.9139 -0.4694
H: 1.5295 -1.1073 0.3588
H: 0.3571 -1.8581 -0.8476

[8]
C21H22ClN3O2 | the ωB97M-V functional and the def2-TZVPD basis

The calculation puts the lowest unoccupied orbital energy at 0.60 eV. Its charge is 0. The HOMO-LUMO gap is 0.3128 Ha. The structure (SMILES) is Cc1cccc(N2C(=O)C[C@@H](N3CCN(c4ccc(Cl)cc4)CC3)C2=O)c1. The value obtained for the highest occupied orbital energy is -7.9 eV. As for the largest force on an atom: 0.514 eV/Å.

Positions of all 49 atoms, in Å:
C: -2.5910 6.7720 1.5952
C: -2.8683 5.8100 0.4814
C: -4.0818 5.8185 -0.1935
C: -4.3298 4.9163 -1.2135
C: -3.3683 3.9947 -1.5839
C: -2.1558 3.9789 -0.9084
N: -1.1532 3.0400 -1.2796
C: 0.1780 3.3878 -1.4556
O: 0.6193 4.5000 -1.3599
C: 0.9451 2.1279 -1.7862
C: -0.1268 1.0440 -1.9939
N: 0.0642 -0.2365 -1.3601
C: 1.1648 -1.0097 -1.8955
C: 1.0698 -2.4535 -1.3954
N: 1.0885 -2.4524 0.0490
C: 1.5605 -3.5489 0.7521
C: 1.8407 -4.7738 0.1375
C: 2.3774 -5.8279 0.8518
C: 2.6386 -5.6837 2.2025
Cl: 3.3050 -7.0057 3.1012
C: 2.3686 -4.4825 2.8386
C: 1.8418 -3.4310 2.1195
C: -0.0047 -1.6636 0.5781
C: 0.1196 -0.2234 0.0875
C: -1.4218 1.7035 -1.5156
O: -2.4896 1.1759 -1.3731
C: -1.9075 4.8742 0.1197
H: -1.5875 7.1821 1.5039
H: -2.6576 6.2613 2.5560
H: -3.3083 7.5885 1.5921
H: -4.8391 6.5384 0.0806
H: -5.2772 4.9349 -1.7307
H: -3.5547 3.2928 -2.3805
H: 1.5817 2.2941 -2.6546
H: 1.5940 1.8893 -0.9414
H: -0.2603 0.8468 -3.0660
H: 1.1058 -1.0038 -2.9859
H: 2.1424 -0.5949 -1.5936
H: 1.9320 -3.0048 -1.7714
H: 0.1458 -2.9046 -1.7877
H: 1.6232 -4.9238 -0.9078
H: 2.5815 -6.7659 0.3593
H: 2.5803 -4.3693 3.8903
H: 1.6649 -2.4952 2.6265
H: -0.0009 -1.6898 1.6658
H: -0.9662 -2.0632 0.2209
H: -0.7152 0.3639 0.4728
H: 1.0659 0.2010 0.4680
H: -0.9589 4.8533 0.6336

> What is the charge in the fifth record?

+1

> Which of these has the lowest charge?

C47H55N4O4SbSi2Ti

> Which of these has the lowest charge?

C47H55N4O4SbSi2Ti

> What is the charge in the third record?

0